Entry from OMol25: an isolated molecule of C3H7BO3 (ωB97M-V/def2-TZVPD).

Structure (XYZ):
```
14
Properties=species:S:1:pos:R:3:forces:R:3
B -0.1324 -0.3252 1.5313 -0.265 -2.899 -0.389
C 0.3443 0.6965 -0.6335 1.971 -0.333 0.933
C -0.2803 0.3891 -1.9828 0.226 -1.051 -0.797
C 0.7172 -0.5707 0.2333 0.104 -0.840 -2.623
O 0.6738 1.7859 -0.1806 -0.816 -0.580 -1.219
O -0.9856 -1.3587 1.8532 -0.861 0.529 0.787
O -0.0701 0.8127 2.1783 -1.798 -0.236 2.616
H -1.0247 -0.4337 -1.9581 0.586 0.260 0.488
H 0.5615 -0.0190 -2.6251 -0.807 0.485 0.697
H -0.7943 1.1542 -2.5491 0.346 0.758 0.291
H 0.2812 -1.4062 -0.3652 0.134 0.248 0.830
H 1.8272 -0.8962 0.2553 -1.582 1.388 0.276
H -1.6528 -1.1381 2.5427 0.856 -0.165 -0.589
H 0.5349 1.3092 1.7003 1.905 2.436 -1.302
```
Forces are in eV/Å.

As for the energy above the lowest of the compared OMol25 structures with the same formula, charge and spin: 6.5 kcal/mol. For the HOMO-LUMO gap, the calculation gives 10.5 eV.

Entry from OMol25: an isolated molecule of C3H7BO3 (ωB97M-V/def2-TZVPD).

Structure (XYZ):
```
14
Properties=species:S:1:pos:R:3:forces:R:3
B -0.1394 1.8249 -1.0500 -0.441 -0.139 -0.229
C -0.5469 0.3332 -0.9029 5.218 -3.658 6.695
C 0.1192 -0.5986 0.2254 -3.443 6.076 -5.594
C 0.1534 -2.5210 1.4991 1.629 -3.324 1.648
O 1.1144 2.2230 -1.4402 -0.381 -2.970 0.769
O -1.2077 2.6537 -0.8149 -0.410 3.189 -0.623
O -0.2435 -1.8299 0.3842 -1.801 -0.935 -0.706
H -1.1519 -0.2181 -1.5233 -1.571 -0.971 -1.378
H 0.7145 -0.1542 0.9911 0.610 0.263 0.427
H 0.7528 -3.3635 1.1058 -0.514 -0.217 0.046
H -0.6030 -3.0758 2.2332 0.962 2.049 -1.744
H 0.9840 -2.0268 2.0027 -0.580 0.644 0.703
H 1.2590 3.0900 -1.6853 0.288 2.867 -0.540
H -1.2049 3.6632 -1.0250 0.433 -2.874 0.525
```
Forces are in eV/Å.

As for the energy above the lowest of the compared OMol25 structures with the same formula, charge and spin: 76.5 kcal/mol. For the HOMO-LUMO gap, the calculation gives 8.0 eV.

Entry from OMol25: an isolated molecule of C3H7Br (ωB97M-V/def2-TZVPD).

Structure (XYZ):
```
11
Properties=species:S:1:pos:R:3:forces:R:3
C 2.0645 0.1692 -0.0258 -2.086 -0.786 1.469
C -2.3411 -0.8361 0.0179 -1.443 4.025 1.588
C 0.9796 1.1770 0.0038 -1.124 1.455 -0.488
Br -0.8048 0.5090 0.6550 0.739 -0.301 -0.811
H 2.2732 -0.3259 -0.9306 0.231 -0.797 -1.213
H 2.9003 0.6983 0.2872 1.960 1.179 0.365
H 1.8923 -0.5405 0.8135 0.123 0.104 -0.712
H -2.1061 -1.8402 0.0149 0.815 -1.904 -0.304
H -2.7508 -0.3549 -0.8911 0.264 -0.734 0.532
H -2.9828 -0.5712 0.9368 0.628 -0.643 -1.599
H 0.8758 1.9152 -0.8815 -0.107 -1.598 1.171
```
Forces are in eV/Å.

As for the energy above the lowest of the compared OMol25 structures with the same formula, charge and spin: 94.0 kcal/mol. For the HOMO-LUMO gap (alpha / beta), the calculation gives 7.4 / 7.4 eV.

Entry from OMol25: a cluster of 2 separate species, C3H7Br in total (ωB97M-V/def2-TZVPD).

Structure (XYZ):
```
11
Properties=species:S:1:pos:R:3:forces:R:3
C 0.0170 -1.3851 -0.3235 0.887 1.111 0.624
C -0.7991 1.6563 0.0231 0.261 -2.557 -1.884
C 0.6558 -0.3652 0.6215 -0.972 0.665 -3.224
Br 2.4332 0.1336 0.0978 -0.395 0.082 0.112
H -0.1360 -0.9190 -1.2804 0.050 -0.158 -0.521
H 0.5392 -2.3250 -0.3989 0.834 -0.163 -0.225
H -0.9107 -1.6870 0.0671 -1.556 -0.007 0.570
H -0.9986 1.3181 -1.0682 -0.679 0.176 2.274
H 0.0820 2.1830 -0.1160 1.621 1.347 0.635
H -1.5332 1.9988 0.7535 0.128 -0.412 -0.443
H 0.6504 -0.6084 1.6240 -0.179 -0.083 2.083
```
Forces are in eV/Å.

As for the energy above the lowest of the compared OMol25 structures with the same formula, charge and spin: 74.5 kcal/mol. For the HOMO-LUMO gap (alpha / beta), the calculation gives 8.9 / 8.7 eV.

Entry from OMol25: a structure of composition C3H7Br2Na3O (ωB97M-V/def2-TZVPD).

Structure (XYZ):
```
16
Properties=species:S:1:pos:R:3:forces:R:3
Na -15.4781 15.3089 -10.4919 0.249 0.322 0.431
Na -19.6357 17.2743 -11.2333 0.027 0.476 0.243
Na -19.4852 13.7808 -7.4798 0.135 0.248 0.464
C -16.9592 18.3047 -6.9133 -0.402 -0.364 -1.696
O -17.5628 17.3064 -7.7027 -0.306 -1.345 -0.558
H -16.0326 18.6399 -7.3792 0.446 0.146 0.138
H -17.6402 19.1492 -7.0177 0.065 0.489 0.825
H -16.7356 18.0025 -5.8901 -0.202 0.025 0.157
Br -12.4217 19.6431 -3.1705 0.826 -0.581 -0.704
C -11.1406 18.5638 -4.3106 -0.874 -0.837 0.834
C -10.9149 17.2220 -3.6016 0.825 0.084 -0.832
Br -9.6333 16.1609 -4.7355 -0.297 0.455 0.320
H -10.2120 19.1197 -4.4393 -0.346 0.038 0.027
H -11.6744 18.3540 -5.2375 0.233 0.476 0.011
H -11.7644 16.5392 -3.6110 -0.046 0.567 0.435
H -10.4109 17.3430 -2.6427 -0.330 -0.201 -0.093
```
Forces are in eV/Å.

As for the energy above the lowest of the compared OMol25 structures with the same formula, charge and spin: 77.8 kcal/mol. For the HOMO-LUMO gap, the calculation gives 3.8 eV. The net charge is +2.

Entry from OMol25: a cluster of 2 separate species, C3H7BrClN in total (ωB97M-V/def2-TZVPD).

Structure (XYZ):
```
13
Properties=species:S:1:pos:R:3:forces:R:3
C 0.3327 0.7493 -1.0908 1.774 -1.699 1.534
C 0.8074 -0.7538 0.8911 1.327 1.583 0.578
C 0.0158 0.4318 0.4441 0.185 2.517 -0.080
N -1.2677 0.0253 0.7124 -2.926 -1.733 0.237
Cl -1.6031 -2.0356 -0.7708 -0.062 0.781 0.571
Br -2.6977 1.0030 0.1891 0.022 0.516 -0.290
H 1.4207 0.4590 -1.1718 -1.053 0.800 -0.306
H -0.1894 0.0781 -1.7596 -0.340 -0.676 0.400
H 0.1218 1.6811 -1.5216 -0.043 1.754 0.177
H 0.7738 -1.0018 1.9457 -0.293 0.041 -0.015
H 1.7923 -0.4795 0.5965 1.242 -0.474 0.058
H 0.4057 -1.4705 0.2597 -0.061 -2.126 -0.784
H 0.0878 1.3135 1.2760 0.229 -1.285 -2.079
```
Forces are in eV/Å.

As for the energy above the lowest of the compared OMol25 structures with the same formula, charge and spin: 62.4 kcal/mol. For the HOMO-LUMO gap (alpha / beta), the calculation gives 7.0 / 8.2 eV.

Entry from OMol25: a structure of composition C3H7CeFO2 (ωB97M-V/def2-TZVPD).

Structure (XYZ):
```
14
Properties=species:S:1:pos:R:3:forces:R:3
O -0.8287 1.2582 0.6935 -2.678 1.609 1.237
Ce 1.1034 0.2259 0.0289 2.479 -1.158 -0.809
F 3.0412 -0.2948 -0.4537 -2.004 0.547 0.496
C -1.3620 -1.6846 -1.6265 -0.277 -0.864 -1.023
O -1.2285 -0.7949 -0.5180 1.404 2.206 0.086
C -2.2364 0.1937 -0.3987 -5.036 1.419 -0.413
C -2.2492 0.8714 0.9375 2.433 -2.664 3.870
H -1.0494 -2.6756 -1.2847 -0.025 0.207 -0.082
H -2.4122 -1.7252 -1.9438 0.308 -0.040 0.042
H -0.7426 -1.3406 -2.4650 -0.214 -0.115 0.076
H -2.1769 0.2624 1.8725 0.024 0.024 -0.736
H -3.1798 -0.2942 -0.6742 -0.154 -0.432 0.950
H -2.7119 1.2933 -0.6882 3.050 -1.726 -2.813
H -3.1353 1.4884 1.1518 0.690 0.986 -0.882
```
Forces are in eV/Å.

As for the energy above the lowest of the compared OMol25 structures with the same formula, charge and spin: 23.2 kcal/mol. The spin multiplicity is 3. For the HOMO-LUMO gap (alpha / beta), the calculation gives 9.7 / 6.5 eV. The net charge is +2.

Entry from OMol25: a cluster of 2 separate species, C3H7Cl2N in total (ωB97M-V/def2-TZVPD).

Structure (XYZ):
```
13
Properties=species:S:1:pos:R:3:forces:R:3
C -1.0885 -0.2386 1.5267 0.161 0.344 0.978
C -0.0647 -0.7407 0.5939 3.727 1.351 -0.764
C 0.6363 0.9279 -0.7588 -0.534 -1.411 2.741
N 0.5384 0.4406 -2.0210 -1.610 0.354 -0.330
Cl -0.4112 -1.8324 -0.6442 -1.277 -1.566 -0.871
Cl 2.2958 1.2834 -0.4015 0.309 0.232 0.547
H -1.5883 0.5158 0.8546 -0.684 -0.671 1.636
H -0.4937 0.2365 2.3468 -0.519 0.383 -0.838
H -1.6720 -0.9893 2.1759 0.199 0.902 -1.759
H 0.9141 -1.1032 0.9786 -0.818 0.605 0.242
H -0.0486 1.6874 -0.3787 0.098 -0.065 -0.433
H 1.3490 -0.1246 -2.1900 -0.017 -0.600 -0.551
H -0.3665 -0.0629 -2.0824 0.964 0.142 -0.598
```
Forces are in eV/Å.

As for the energy above the lowest of the compared OMol25 structures with the same formula, charge and spin: 62.0 kcal/mol. For the HOMO-LUMO gap, the calculation gives 8.9 eV.

Entry from OMol25: the ion C3H7Cl3N2OP with charge +1 (ωB97M-V/def2-TZVPD).

Structure (XYZ):
```
17
Properties=species:S:1:pos:R:3:forces:R:3
C 0.5195 -0.4421 -0.2737 -5.249 4.303 2.280
C -1.0798 1.5094 -0.0412 -1.274 -0.558 1.040
C 0.6116 1.5042 -1.7529 1.789 1.106 1.449
N 0.0319 0.7875 -0.6399 1.498 -2.031 -0.376
N -0.2989 -0.9640 0.7282 2.762 -2.076 -1.393
O 1.7961 -2.1189 2.4060 -7.145 -1.285 -4.608
P 0.2611 -2.3932 1.5278 6.774 1.788 5.304
Cl 1.8793 -1.1639 -0.7883 0.781 -0.423 -0.599
Cl -1.2363 -2.6184 2.7757 -0.355 -0.134 0.247
Cl 0.1728 -3.9122 0.2972 0.011 -0.040 -0.341
H -2.0649 1.0833 -0.4414 1.241 0.725 0.590
H -1.0640 1.4018 1.1022 -0.068 0.610 -1.638
H -0.9439 2.5747 -0.3620 -0.382 -1.026 0.649
H 1.1731 2.3951 -1.2937 -0.304 -1.313 -0.838
H 1.2803 0.7296 -2.1211 0.155 1.062 -1.360
H -0.1400 1.9823 -2.3796 0.006 -0.809 -0.383
H -0.8979 -0.3551 1.2567 -0.239 0.102 -0.024
```
Forces are in eV/Å.

As for the energy above the lowest of the compared OMol25 structures with the same formula, charge and spin: 46.9 kcal/mol. For the HOMO-LUMO gap, the calculation gives 9.1 eV. The net charge is +1.

Entry from OMol25: the ion C3H7ClN with charge +1 (ωB97M-V/def2-TZVPD).

Structure (XYZ):
```
12
Properties=species:S:1:pos:R:3:forces:R:3
C -1.6471 -0.7491 0.0198 -0.232 -5.062 0.585
C 0.6783 -0.9065 0.0542 4.567 3.669 1.068
C -0.6101 1.3087 0.0318 -1.476 0.243 -4.719
N -0.5241 -0.1463 0.0332 -2.620 0.293 0.031
Cl -3.0955 0.0297 -0.2455 -0.079 -0.456 0.194
H -1.6007 -2.0616 0.2320 -0.488 4.353 -0.924
H 1.5279 -0.2402 -0.4210 -1.833 -1.600 0.118
H 0.6375 -1.8741 -0.2944 -0.532 -1.798 -1.365
H 1.1503 -0.9804 1.0443 -0.788 0.123 0.304
H -0.7969 1.7873 -1.0434 0.529 -1.484 1.965
H 0.2716 1.6216 0.3363 4.228 1.779 1.438
H -1.3600 1.7470 0.6087 -1.278 -0.061 1.305
```
Forces are in eV/Å.

As for the energy above the lowest of the compared OMol25 structures with the same formula, charge and spin: 40.5 kcal/mol. For the HOMO-LUMO gap, the calculation gives 11.1 eV. The net charge is +1.

Entry from OMol25: an isolated molecule of C3H7ClN2 (ωB97M-V/def2-TZVPD).

Structure (XYZ):
```
13
Properties=species:S:1:pos:R:3:forces:R:3
C -1.2677 -1.2177 -0.1579 -1.058 -1.890 -1.076
C 0.7779 1.3021 -0.2829 -4.478 -0.356 -3.135
C 1.6392 0.4776 0.5820 -1.697 3.101 4.341
H -2.1658 -1.5906 0.4607 1.855 -0.267 -0.779
H -1.5975 -1.3165 -1.2239 0.284 -0.065 0.431
H -0.3332 -1.7638 -0.0997 0.006 -0.229 0.639
H -2.1570 0.3222 -0.0817 -1.358 1.355 0.458
H 1.0196 1.8515 -1.2391 1.123 0.134 1.790
H 0.9392 -0.0013 1.3583 1.152 0.169 -1.291
H 2.3013 1.1746 1.2193 -0.911 -0.916 -0.966
N -1.2396 0.1422 0.2303 0.192 2.181 1.028
N -0.5337 1.1396 -0.4747 2.861 -0.638 0.305
Cl 2.6175 -0.5199 -0.2908 2.029 -2.578 -1.745
```
Forces are in eV/Å.

As for the energy above the lowest of the compared OMol25 structures with the same formula, charge and spin: 74.6 kcal/mol. For the HOMO-LUMO gap, the calculation gives 9.5 eV.

Entry from OMol25: an isolated molecule of C3H7ClNO3P (ωB97M-V/def2-TZVPD).

Structure (XYZ):
```
16
Properties=species:S:1:pos:R:3:forces:R:3
C 1.2563 -1.3518 0.0202 3.489 3.653 -1.220
C 1.2041 1.6124 -0.3149 1.248 -4.338 2.315
C -1.1778 0.3017 0.5228 -0.537 -1.101 1.119
N -2.2053 -0.8290 0.4238 6.543 8.046 -0.207
O -1.7220 -1.9179 0.5282 2.035 -8.078 0.708
O -3.3622 -0.5536 0.2896 -7.993 0.261 -0.782
O -0.2655 -0.0284 -1.9915 -0.015 -0.526 -1.040
P 0.2588 0.0694 -0.6289 0.114 0.052 0.440
Cl -2.0141 1.8064 0.2404 0.324 0.364 -0.010
H 0.9195 -2.2863 -0.1909 -1.942 -2.628 0.322
H 2.1335 -1.4177 -0.8073 -1.337 0.830 2.036
H 1.6783 -1.1223 1.0578 -0.574 -0.692 -1.509
H 0.8791 2.2822 -0.9795 -1.319 2.821 -2.333
H 0.9588 1.8103 0.7174 0.333 0.742 0.312
H 2.2676 1.3816 -0.4545 -0.212 0.258 0.163
H -0.8089 0.2428 1.5671 -0.157 0.338 -0.314
```
Forces are in eV/Å.

As for the energy above the lowest of the compared OMol25 structures with the same formula, charge and spin: 25.9 kcal/mol. The spin multiplicity is 3. For the HOMO-LUMO gap (alpha / beta), the calculation gives 8.5 / 6.6 eV.